Entry 1:
The following is a DFT calculation (ωB97M-V/def2-TZVPD) of C29H43BMgN8O4 as an isolated structure.

Output
multiplicity: 1
lowest unoccupied orbital energy: 0.13 eV
electronic energy: -2095.106269 Eh
energy above the lowest of the compared OMol25 structures with the same formula, charge and spin: 14.7 kJ/mol
highest occupied orbital energy: -0.3282 hartree

Each line ends with the Mulliken charge.
Geometry (Å):
Mg1 0.0460 0.0901 -0.0831  1.09
C1 4.5868 -1.4939 1.9296  -1.33
C2 3.6733 -1.3395 0.7594  0.85
C3 3.9180 -1.6740 -0.5559  -1.43
C4 2.7394 -1.3752 -1.2589  -0.42
N1 1.8586 -0.8239 -0.4214  -0.03
N2 2.4247 -0.8378 0.8169  0.87
B1 1.6558 -0.4660 2.0965  -0.67
N3 0.3924 -1.3347 2.2288  0.56
N4 -0.6282 -1.3133 1.3166  0.34
C5 -1.5491 -2.1812 1.7460  -0.41
C6 -1.1073 -2.7624 2.9478  -1.22
C7 0.1210 -2.2042 3.2214  0.58
C8 1.0188 -2.4770 4.3822  -1.37
C9 -2.8702 -2.5291 1.0962  2.66
C10 -3.1235 -1.7671 -0.1963  -1.73
C11 -3.9905 -2.2072 2.0963  -1.73
C12 -2.8708 -4.0359 0.7989  -1.73
N5 1.2811 1.0258 2.1366  0.87
N6 0.3770 1.5888 1.2882  -0.02
C13 0.1561 2.8312 1.7224  -0.44
C14 0.9932 3.0908 2.8199  -1.40
C15 1.6748 1.9175 3.0661  0.81
C16 2.6636 1.6420 4.1496  -1.33
C17 -0.8420 3.8191 1.1609  2.82
C18 -1.5938 4.4685 2.3312  -1.81
C19 -0.0667 4.8983 0.3877  -1.60
C20 -1.8659 3.1555 0.2463  -1.80
C21 2.5283 -1.6650 -2.7282  2.83
C22 1.0585 -1.5989 -3.1292  -1.81
C23 3.0430 -3.0809 -3.0230  -1.82
C24 3.3418 -0.6442 -3.5405  -1.59
H1 5.5499 -1.8602 1.5806  0.39
H2 4.1892 -2.2065 2.6533  0.21
H3 4.7383 -0.5465 2.4466  0.19
H4 4.8196 -2.1216 -0.9370  0.48
H5 2.3661 -0.6852 3.0212  -0.09
H6 -1.6135 -3.4985 3.5491  0.55
H7 0.5522 -3.2193 5.0258  0.41
H8 1.1969 -1.5735 4.9665  0.21
H9 1.9856 -2.8603 4.0540  0.21
H10 -3.1317 -0.6923 -0.0281  0.13
H11 -4.0873 -2.0584 -0.6165  0.58
H12 -2.3505 -1.9699 -0.9343  0.13
H13 -3.9949 -1.1424 2.3365  0.33
H14 -3.8686 -2.7654 3.0260  0.34
H15 -4.9610 -2.4628 1.6669  0.45
H16 -2.0677 -4.2892 0.1044  0.33
H17 -3.8189 -4.3275 0.3432  0.45
H18 -2.7320 -4.6226 1.7085  0.34
H19 1.0642 3.9961 3.3977  0.50
H20 2.8398 2.5583 4.7090  0.39
H21 3.6125 1.2901 3.7452  0.19
H22 2.2955 0.8824 4.8404  0.21
H23 -0.9116 4.9388 3.0395  0.32
H24 -2.1750 3.7157 2.8665  0.37
H25 -2.2760 5.2348 1.9596  0.47
H26 0.5815 5.4646 1.0587  0.38
H27 -0.7599 5.5919 -0.0930  0.46
H28 0.5517 4.4393 -0.3856  0.14
H29 -2.3060 2.2746 0.7177  0.30
H30 -1.4063 2.8386 -0.6815  0.15
H31 -2.6663 3.8577 0.0090  0.52
H32 0.4360 -2.1851 -2.4504  0.30
H33 0.9289 -1.9869 -4.1405  0.51
H34 0.6985 -0.5779 -3.1085  0.15
H35 2.4495 -3.8160 -2.4769  0.37
H36 4.0863 -3.2012 -2.7311  0.33
H37 2.9640 -3.2939 -4.0903  0.47
H38 3.0548 0.3725 -3.2666  0.14
H39 3.1582 -0.7772 -4.6089  0.45
H40 4.4104 -0.7646 -3.3543  0.39
O1 -0.3585 3.9696 -5.9696  -0.51
C25 -0.8918 3.0464 -5.1132  0.55
O2 -1.9531 2.5759 -5.3643  -0.46
C26 -0.0467 2.7322 -3.9298  0.28
C27 1.1888 3.2808 -3.6443  -1.00
N7 1.6087 2.7297 -2.4948  -0.32
N8 0.7337 1.8546 -2.0028  0.07
C28 -0.2854 1.8290 -2.8463  -0.18
C29 -1.4265 0.8766 -2.4696  0.44
O3 -2.4154 0.7734 -3.1576  -0.70
O4 -1.1752 0.2473 -1.3730  -0.56
H41 0.4999 4.2885 -5.6797  0.31
H42 1.7969 4.0091 -4.1577  0.24
H43 2.4657 2.9022 -2.0004  0.16

=====

Entry 2:
The following is a DFT calculation (ωB97M-V/def2-TZVPD) of C29H43BaCl7N3O4Si as an isolated structure.

Output
multiplicity: 1
lowest unoccupied orbital energy: 1.80 eV
electronic energy: -5132.565626 Eh
energy above the lowest of the compared OMol25 structures with the same formula, charge and spin: 368.6 kJ/mol
highest occupied orbital energy: -0.1685 hartree
charge: -1

Each line ends with the Mulliken charge.
Geometry (Å):
C1 0.8447 3.4147 -2.3299  -1.08
C2 2.0666 2.5776 -2.6481  0.31
H1 1.1684 4.3568 -1.8560  0.33
H2 0.1368 2.9285 -1.6482  -0.15
H3 0.2910 3.7016 -3.2452  0.26
C3 3.1410 3.1408 -3.2502  0.05
C4 3.2284 4.5906 -3.5416  -1.48
H4 3.9701 2.5348 -3.6178  0.42
H5 2.9159 5.1450 -2.6549  0.27
H6 2.5509 4.8386 -4.3587  0.27
H7 4.2341 4.9135 -3.8010  0.38
Ba1 -0.9582 -0.1792 -0.8674  0.78
Cl1 -0.0809 -2.2037 -3.0006  -0.61
C5 0.0590 -3.0627 0.3471  -0.39
O1 0.2936 -1.9484 0.7975  -0.43
N1 0.5082 -4.2349 0.7972  0.43
C6 1.1614 -4.3735 2.0921  -0.90
C7 0.7657 -5.2395 -0.2187  -0.93
H8 -0.5511 -3.1604 -0.5532  0.44
H9 0.5262 -3.9749 2.8885  0.24
H10 2.1314 -3.8606 2.1268  0.30
H11 1.3281 -5.4388 2.2795  0.36
H12 -0.1549 -5.4498 -0.7658  0.27
H13 1.1379 -6.1506 0.2413  0.35
H14 1.4882 -4.8614 -0.9543  0.30
H15 -3.8910 -2.8722 3.3234  0.27
H16 -6.5239 -2.2985 2.6916  0.30
C8 -3.8683 -1.8015 3.5860  -0.91
C9 -6.2337 -1.2871 2.9947  -0.84
N2 -4.8161 -1.0543 2.7682  0.25
H17 -2.8546 -1.4097 3.4301  0.18
C10 -4.3785 -0.2147 1.8069  0.02
O2 -3.1904 -0.0675 1.4808  -0.37
H18 -6.8033 -0.5646 2.4125  0.28
H19 -5.2080 0.3460 1.3362  0.26
H20 -4.1537 -1.7028 4.6440  0.37
H21 -6.4760 -1.1686 4.0536  0.30
H22 -3.3071 5.3692 2.2682  0.31
H23 0.2546 4.5842 0.8855  0.12
C11 -2.5198 4.7987 2.7729  -0.96
C12 -0.2046 4.5478 1.8816  -0.79
N3 -1.6112 4.1757 1.8179  0.22
H24 -3.0007 4.0627 3.4235  0.34
C13 -1.9847 3.1060 1.0768  -0.36
O3 -1.2132 2.3590 0.4593  -0.13
H25 0.3718 3.8637 2.5181  0.32
H26 -3.0793 2.9560 1.0534  0.36
H27 -1.9330 5.4815 3.3885  0.34
H28 -0.1606 5.5432 2.3275  0.41
O4 1.0514 0.6293 -1.6137  -0.20
C14 1.9816 1.0355 -2.4832  -0.54
C15 4.4909 0.8895 -1.9031  0.29
C16 3.3448 0.3039 -2.4431  0.02
H29 4.3669 1.8251 -1.3656  0.72
C17 5.7379 0.2567 -1.9890  -1.31
H30 1.5028 0.6633 -3.3890  0.51
C18 3.4049 -1.0053 -2.9328  0.02
H31 6.6231 0.7683 -1.6314  0.40
C19 5.8042 -1.0341 -2.5241  -0.43
C20 4.6522 -1.6463 -3.0372  -0.88
H32 2.4577 -1.5230 -3.1617  0.27
H33 6.7609 -1.5576 -2.5500  0.36
H34 4.7179 -2.6385 -3.5039  0.39
Si1 2.9213 0.9371 1.3670  0.94
Cl2 2.9573 2.6843 0.3758  -0.30
C21 4.6615 0.6092 1.9341  -1.25
C22 3.1025 -0.8099 0.4471  -0.30
C23 1.2458 0.9607 2.2267  -0.19
H35 5.2934 0.5555 1.0341  0.29
H36 4.7095 -0.3435 2.4614  0.33
H37 4.9147 1.4683 2.5528  0.35
H38 1.4683 1.3470 3.2275  0.52
H39 0.7783 -0.0241 2.3269  0.08
H40 0.4800 1.5852 1.7167  -0.52
H41 4.1233 -0.9376 0.0395  0.27
H42 2.4031 -1.0750 -0.3631  -0.17
H43 2.9736 -1.5420 1.2633  0.14
Cl3 -3.4508 0.2217 -2.6463  -0.20
C24 -4.0813 -1.2940 -2.0307  0.83
C25 -3.4226 -2.0266 -1.0880  -0.62
C26 -3.9858 -3.1071 -0.4668  -0.19
Cl4 -3.1192 -3.8983 0.8174  -0.21
C27 -5.2900 -3.5282 -0.8376  0.05
Cl5 -6.0758 -4.7601 0.0553  -0.22
C28 -5.9601 -2.8464 -1.8910  0.30
Cl6 -7.5100 -3.3157 -2.3732  -0.24
C29 -5.3517 -1.7342 -2.5099  -0.16
Cl7 -6.0996 -0.8499 -3.7709  -0.22